The following is a DFT calculation (ωB97M-V/def2-TZVPD) of C3H8 in the gas phase in a non-equilibrium geometry.

SMILES string: CCC
strongest force on any atom: 4.959 eV Å⁻¹
highest occupied orbital energy: -10.7409 eV
orbital gap: 12.00 eV

Last column: Löwdin charge in e.
Atoms and positions in Å:
C (0.045614, 0.693513, -0.009877)  -0.335
C (1.219012, -0.262271, -0.058489)  -0.198
C (-1.296981, -0.244395, -0.028994)  -0.119
H (1.525867, -0.663166, 1.013252)  0.089
H (-2.178261, 0.364119, 0.053951)  0.039
H (-0.092945, 1.367962, -0.928715)  0.110
H (0.997576, -1.235959, -0.700114)  0.097
H (-1.330155, -0.807806, -0.905793)  0.025
H (-1.166893, -0.854154, 0.974360)  0.104
H (0.068365, 1.267246, 0.925312)  0.086
H (2.208805, 0.374910, -0.334891)  0.100

Forces on atoms 1 to 3 (eV/Å):
-2.6059 -1.0868 -1.2571
2.8659 -0.5323 0.6114
2.4224 1.4655 4.0719